Entry 1:
The following is a quantum chemistry calculation of a cluster of 4 separate species, C15H33FN3O4 in total, from the Open Molecules 2025 dataset.

* E_HOMO: -11.3 eV
* orbital gap: 5.94 eV
* total energy: -1155.9718 Ha
* energy above the lowest of the compared OMol25 structures with the same formula, charge and spin: 69.9 kcal per mole

The geometry in ORCA input format:
```
! RIJCOSX wB97M-V def2-TZVPD def2/J DEFGRID3
* xyz 1 1
N 0.396 -2.398 -1.067
C -0.708 -1.475 -1.586
N -0.650 -0.163 -1.159
N -1.861 -1.896 -2.471
F -1.458 -2.272 -3.709
C -2.749 -2.939 -1.822
C -3.675 -2.134 -0.706
O -4.746 -1.409 -1.411
H 0.127 -2.552 -0.051
H 0.290 -3.329 -1.540
H -1.533 0.419 -1.253
H 0.163 0.285 -0.683
H -2.096 -3.810 -1.332
H -3.441 -3.369 -2.689
H -3.048 -1.346 -0.071
H -4.043 -2.941 0.058
H -4.386 -0.685 -2.007
C 1.824 3.066 2.459
C 2.524 1.907 3.122
C 1.873 0.718 2.451
O 1.510 1.133 1.127
C 1.644 2.559 1.044
H 2.383 4.003 2.508
H 0.845 3.224 2.926
H 3.593 1.933 2.882
H 2.418 1.894 4.210
H 0.956 0.420 2.971
H 2.539 -0.148 2.396
H 2.526 2.776 0.431
H 0.764 2.985 0.554
C -3.941 -2.790 -5.792
C -5.155 -3.096 -4.954
C -6.279 -2.945 -5.955
O -5.745 -3.304 -7.237
C -4.318 -3.395 -7.127
H -3.012 -3.197 -5.387
H -3.825 -1.704 -5.894
H -5.108 -4.133 -4.598
H -5.266 -2.442 -4.085
H -6.622 -1.907 -6.014
H -7.137 -3.583 -5.722
H -4.047 -4.455 -7.172
H -3.849 -2.879 -7.969
C 5.434 4.519 5.785
C 6.133 3.361 6.448
C 5.482 2.172 5.778
O 5.119 2.587 4.454
C 5.254 4.013 4.371
H 5.993 5.457 5.834
H 4.454 4.678 6.252
H 7.203 3.387 6.208
H 6.028 3.348 7.536
H 4.566 1.874 6.298
H 6.148 1.306 5.722
H 6.135 4.230 3.757
H 4.374 4.439 3.881
*
```

Entry 2:
The following is a quantum chemistry calculation of the molecule C4H7ClN2, from the Open Molecules 2025 dataset.

* E_HOMO (alpha / beta): -8.4 / -9.6 eV
* orbital gap (alpha / beta): 7.57 / 8.72 eV
* total energy: -726.1782 Ha
* energy above the lowest of the compared OMol25 structures with the same formula, charge and spin: 101.9 kcal per mole

The geometry in ORCA input format:
```
! RIJCOSX wB97M-V def2-TZVPD def2/J DEFGRID3
* xyz 0 1
C 1.331 -1.050 0.339
C 0.468 -1.976 0.876
C -0.288 0.409 -0.625
C -0.380 1.933 -0.423
N 1.037 -0.011 -0.401
N -1.336 -0.377 -0.196
Cl 0.961 -3.043 2.102
H 2.394 -1.143 0.541
H -0.558 -2.041 0.548
H -0.281 0.242 -1.732
H -0.354 2.140 0.646
H -1.309 2.316 -0.840
H 0.467 2.426 -0.891
H -2.153 0.176 0.056
*
```

Entry 3:
The following is a quantum chemistry calculation of a cluster of 13 separate species, C42H94N10O13 in total, from the Open Molecules 2025 dataset.

* E_HOMO: -8.8 eV
* orbital gap: 9.33 eV
* total energy: -3182.2856 Ha
* energy above the lowest of the compared OMol25 structures with the same formula, charge and spin: 140.0 kcal per mole

The geometry in ORCA input format:
```
! RIJCOSX wB97M-V def2-TZVPD def2/J DEFGRID3
* xyz 0 1
C 0.538 2.651 5.444
O 0.806 1.448 5.245
N 1.415 3.665 5.288
C 2.646 3.548 4.545
C 0.953 5.013 5.498
H -0.423 2.957 5.789
H 2.518 4.089 3.583
H 2.926 2.533 4.378
H 3.443 4.077 5.047
H 0.975 5.540 4.517
H -0.134 5.020 5.710
H 1.527 5.586 6.259
C 3.467 0.185 3.042
O 4.428 0.555 2.384
N 3.254 -1.096 3.444
C 2.113 -1.485 4.229
C 4.338 -2.066 3.271
H 2.634 0.849 3.348
H 1.450 -0.641 4.327
H 2.383 -1.618 5.281
H 1.567 -2.385 3.909
H 4.771 -1.976 2.257
H 5.111 -1.840 4.000
H 3.963 -3.054 3.431
C 0.323 -5.569 1.168
O 0.802 -5.706 0.052
N 0.054 -6.533 2.054
C -0.458 -6.222 3.386
C 0.522 -7.828 1.650
H 0.064 -4.620 1.580
H -1.414 -6.680 3.617
H -0.733 -5.164 3.361
H 0.237 -6.501 4.166
H 1.157 -7.857 0.777
H 1.114 -8.206 2.452
H -0.317 -8.526 1.392
C -2.966 0.390 -3.042
O -2.982 -0.465 -2.152
N -3.136 0.171 -4.361
C -3.081 1.353 -5.323
C -3.250 -1.142 -4.998
H -2.962 1.484 -2.804
H -4.107 1.512 -5.659
H -2.412 1.051 -6.157
H -2.642 2.208 -4.888
H -2.343 -1.423 -5.589
H -3.549 -1.810 -4.174
H -4.018 -1.090 -5.789
C 3.840 -3.038 -0.578
O 4.421 -2.127 0.071
N 3.618 -3.024 -1.896
C 2.911 -4.119 -2.503
C 4.125 -1.926 -2.653
H 3.634 -4.019 -0.091
H 3.479 -4.674 -3.263
H 1.989 -3.816 -3.037
H 2.642 -4.860 -1.691
H 4.777 -1.269 -2.100
H 4.575 -2.274 -3.619
H 3.202 -1.368 -2.963
C 0.138 -2.335 -3.007
O 0.916 -1.707 -3.720
N -0.396 -3.539 -3.307
C -1.284 -4.169 -2.302
C -0.097 -4.035 -4.645
H -0.250 -1.985 -2.078
H -1.249 -3.521 -1.380
H -0.951 -5.192 -1.998
H -2.330 -4.131 -2.603
H -0.609 -4.999 -4.770
H -0.524 -3.344 -5.418
H 0.952 -4.181 -4.920
C 5.507 2.173 -0.238
O 5.802 1.976 -1.401
N 5.387 3.347 0.332
C 4.757 3.463 1.651
C 5.829 4.501 -0.346
H 5.192 1.316 0.349
H 4.530 2.499 2.133
H 3.793 3.971 1.542
H 5.443 3.919 2.413
H 6.570 5.157 0.176
H 6.205 4.184 -1.340
H 4.941 5.177 -0.501
C 1.208 -1.329 0.378
O 0.174 -1.862 0.880
N 1.221 -0.224 -0.379
C 2.476 0.470 -0.639
C -0.015 0.370 -0.889
H 2.216 -1.714 0.646
H 3.339 -0.147 -0.428
H 2.569 1.355 0.034
H 2.456 0.886 -1.649
H 0.119 0.553 -1.936
H -0.888 -0.287 -0.795
H -0.258 1.303 -0.416
C -1.374 4.899 2.509
O -1.493 4.485 3.619
N -0.784 4.143 1.505
C -0.572 4.681 0.173
C -0.219 2.858 1.891
H -1.810 5.878 2.215
H 0.483 4.555 -0.074
H -0.825 5.744 0.085
H -1.101 4.096 -0.605
H 0.393 3.024 2.750
H -0.951 2.165 2.198
H 0.348 2.368 1.072
C -5.400 2.841 -3.261
O -5.394 3.350 -4.340
N -5.039 3.477 -2.127
C -4.601 2.727 -0.883
C -4.608 4.823 -2.230
H -5.741 1.863 -3.095
H -4.744 1.663 -0.993
H -5.138 3.085 0.011
H -3.571 2.998 -0.691
H -5.042 5.347 -1.361
H -3.521 4.873 -2.345
H -4.997 5.275 -3.080
C 2.224 1.344 -5.076
C 3.355 2.281 -4.552
C 2.487 3.310 -3.708
O 1.421 2.564 -3.160
C 1.055 1.553 -4.104
H 2.568 0.336 -5.057
H 1.962 1.484 -6.130
H 3.967 2.733 -5.369
H 3.950 1.728 -3.855
H 2.037 4.043 -4.328
H 3.116 3.654 -2.935
H 0.101 1.924 -4.648
H 0.811 0.658 -3.538
C -3.111 -0.320 3.121
C -3.494 0.694 4.200
C -4.100 1.893 3.528
O -3.421 1.867 2.272
C -3.303 0.502 1.884
H -3.686 -1.289 3.013
H -2.018 -0.474 3.171
H -2.589 1.040 4.739
H -4.194 0.316 4.901
H -3.961 2.835 4.052
H -5.157 1.687 3.372
H -2.500 0.434 1.123
H -4.213 0.112 1.430
C -5.190 -2.960 0.844
C -3.848 -2.891 0.087
C -2.826 -3.511 1.020
O -3.464 -3.764 2.221
C -4.906 -3.977 1.969
H -6.012 -3.334 0.213
H -5.528 -1.950 1.229
H -3.563 -1.879 -0.166
H -4.004 -3.355 -0.928
H -1.887 -2.900 1.124
H -2.479 -4.537 0.611
H -5.532 -3.862 2.836
H -5.041 -4.988 1.597
*
```

Entry 4:
The following is a quantum chemistry calculation of a cluster of 11 separate species, C6H36N2O10 in total, from the Open Molecules 2025 dataset.

* E_HOMO: -8.2 eV
* orbital gap: 8.16 eV
* total energy: -1112.0477 Ha
* SMILES: CCN(C)C[C@@H](C)N.O.O.O.O.O.O.O.O.O.O
* energy above the lowest of the compared OMol25 structures with the same formula, charge and spin: 74.3 kcal per mole

The geometry in ORCA input format:
```
! RIJCOSX wB97M-V def2-TZVPD def2/J DEFGRID3
* xyz 0 1
N -0.482 0.429 1.050
C -1.731 1.177 1.110
C -1.980 1.783 2.508
C -2.947 0.228 0.856
N -3.313 -0.224 -0.472
C -2.371 -1.193 -1.051
C -3.147 -2.101 -2.003
C -3.628 0.794 -1.492
H 0.315 0.862 0.618
H -0.300 -0.018 1.930
H -1.841 1.978 0.378
H -0.989 1.995 2.930
H -2.387 2.793 2.521
H -2.424 1.057 3.182
H -3.749 0.938 1.117
H -3.008 -0.647 1.505
H -1.887 -1.747 -0.234
H -1.449 -0.783 -1.469
H -2.893 -3.157 -2.128
H -2.962 -1.715 -3.009
H -4.166 -2.085 -1.621
H -4.397 0.354 -2.124
H -3.839 1.705 -0.937
H -2.843 0.981 -2.235
H 1.925 -2.341 -0.298
H 0.641 -1.616 0.051
O 1.285 -1.699 -0.663
H 0.086 1.003 -1.654
H 1.276 0.148 -2.220
O 1.041 0.936 -1.722
H 0.566 -2.312 3.685
H 2.023 -2.879 3.990
O 1.416 -2.144 4.125
H 2.354 2.595 -2.471
H 2.084 4.270 -2.419
O 1.907 3.394 -2.759
H 0.045 3.147 -2.512
H -1.155 2.638 -1.773
O -0.860 2.805 -2.675
H -1.190 -2.309 1.585
H 0.240 -2.790 1.590
O -0.340 -2.140 2.011
H 4.044 -0.426 -2.574
H 3.194 -0.837 -1.273
O 3.824 -0.212 -1.666
H 3.699 2.459 -0.775
H 4.539 1.275 -0.313
O 4.419 2.225 -0.186
H 3.561 -2.014 1.445
H 4.147 -3.261 0.760
O 3.547 -2.525 0.607
H 3.885 0.232 2.015
H 2.629 -0.501 2.632
O 3.587 -0.527 2.529
*
```

Entry 5:
The following is a quantum chemistry calculation of a structure of composition C67H64KN3O6P2S2Te2, from the Open Molecules 2025 dataset.

* E_HOMO: -1.9 eV
* orbital gap: 5.43 eV
* total energy: -5822.4735 Ha
* energy above the lowest of the compared OMol25 structures with the same formula, charge and spin: 0.0 kcal per mole

The geometry in ORCA input format:
```
! RIJCOSX wB97M-V def2-TZVPD def2/J DEFGRID3
* xyz -2 1
K -0.071 -0.645 0.643
N -0.768 3.740 1.985
C -1.755 4.657 1.733
C -1.930 5.741 2.613
C -2.839 6.740 2.342
C -3.611 6.699 1.181
C -3.461 5.624 0.325
C -2.557 4.593 0.579
P -2.441 3.135 -0.554
C -4.228 2.694 -0.606
C -4.646 1.858 0.431
C -5.975 1.482 0.542
C -6.903 1.913 -0.396
C -6.495 2.737 -1.437
C -5.166 3.132 -1.538
C -2.111 4.012 -2.136
C -2.490 3.451 -3.358
C -2.097 4.028 -4.557
C -1.280 5.150 -4.560
C -0.874 5.702 -3.353
C -1.293 5.144 -2.153
H -0.458 3.645 2.941
H -0.821 2.847 1.514
H -1.332 5.775 3.518
H -2.951 7.562 3.039
H -4.324 7.484 0.961
H -4.071 5.573 -0.570
H -3.923 1.500 1.160
H -6.280 0.841 1.361
H -7.939 1.605 -0.323
H -7.213 3.077 -2.175
H -4.867 3.787 -2.346
H -3.060 2.530 -3.370
H -2.404 3.580 -5.494
H -0.947 5.579 -5.497
H -0.221 6.566 -3.344
H -0.977 5.585 -1.216
S -2.792 -3.973 3.498
C -4.010 -2.943 2.873
C -3.501 -1.928 2.125
C -2.067 -1.912 1.972
C -1.541 -2.951 2.678
C -0.139 -3.285 2.930
C 0.249 -4.233 3.896
C 1.585 -4.441 4.161
C 2.544 -3.732 3.448
C 2.087 -2.857 2.479
N 0.803 -2.626 2.224
H -5.048 -3.148 3.103
H -4.154 -1.180 1.686
H -0.511 -4.776 4.443
H 1.885 -5.155 4.922
H 3.604 -3.866 3.620
H 2.795 -2.301 1.868
C 0.488 -4.151 -6.316
C 0.623 -3.443 -4.992
C 1.686 -3.666 -4.136
C 1.785 -3.075 -2.875
C 2.905 -3.609 -2.058
O 4.051 -3.629 -2.477
C 2.572 -4.415 -0.829
C 3.612 -5.069 -0.169
C 3.341 -6.035 0.782
C 2.022 -6.350 1.096
C 0.983 -5.672 0.477
C 1.259 -4.710 -0.485
C 0.829 -2.110 -2.421
O 0.913 -1.450 -1.336
C -0.256 -1.894 -3.332
C -0.351 -2.550 -4.542
C -1.326 -0.895 -2.994
N -1.338 0.318 -3.378
C -0.229 0.873 -4.139
C 0.643 1.739 -3.237
Te 2.132 2.805 -4.339
C 3.409 1.136 -4.534
C 3.274 0.243 -5.593
C 4.063 -0.899 -5.648
C 4.989 -1.155 -4.648
C 5.139 -0.260 -3.598
C 4.355 0.883 -3.541
C -2.527 -1.399 -2.256
C -3.657 -0.593 -2.114
C -4.794 -1.076 -1.491
C -4.812 -2.369 -0.980
C -3.687 -3.170 -1.094
C -2.554 -2.689 -1.736
H 1.307 -4.859 -6.459
H 0.500 -3.451 -7.158
H -0.450 -4.711 -6.376
H 2.463 -4.372 -4.417
H 4.630 -4.827 -0.449
H 4.155 -6.548 1.282
H 1.805 -7.110 1.836
H -0.044 -5.886 0.745
H 0.448 -4.187 -0.974
H -1.212 -2.342 -5.176
H -0.664 1.504 -4.919
H 0.381 0.104 -4.621
H 1.154 1.153 -2.473
H 0.043 2.504 -2.740
H 2.544 0.434 -6.370
H 3.935 -1.602 -6.462
H 5.569 -2.069 -4.661
H 5.846 -0.474 -2.806
H 4.443 1.571 -2.708
H -3.626 0.415 -2.508
H -5.662 -0.436 -1.384
H -5.687 -2.737 -0.457
H -3.683 -4.164 -0.664
H -1.678 -3.318 -1.834
C 2.285 2.973 1.251
S 2.234 1.466 0.273
O 2.910 1.816 -1.014
C 3.460 0.546 1.222
C 4.451 -0.089 0.490
C 5.410 -0.845 1.153
C 5.368 -0.965 2.536
C 4.357 -0.341 3.258
C 3.396 0.417 2.605
H 3.321 3.307 1.284
H 1.876 2.782 2.243
H 1.655 3.689 0.728
H 4.451 0.013 -0.589
H 6.184 -1.347 0.586
H 6.119 -1.552 3.051
H 4.307 -0.458 4.334
H 2.591 0.884 3.155
C 1.254 -1.550 6.363
C 1.268 -0.677 5.126
O -0.086 -0.363 4.800
P -0.442 0.844 3.788
O 0.254 0.741 2.467
Te -2.724 1.283 4.062
O 0.438 2.071 4.501
C 0.177 2.455 5.844
C 1.230 3.466 6.252
H 2.266 -1.900 6.580
H 0.612 -2.415 6.198
H 0.878 -0.994 7.224
H 1.741 -1.193 4.292
H 1.831 0.243 5.318
H 0.206 1.580 6.502
H -0.828 2.877 5.921
H 2.231 3.040 6.157
H 1.075 3.769 7.290
H 1.177 4.352 5.616
*
```

Entry 6:
The following is a quantum chemistry calculation of a structure of composition C23H22N5O2V, from the Open Molecules 2025 dataset.

* E_HOMO (alpha / beta): -13.9 / -14.0 eV
* orbital gap (alpha / beta): 6.73 / 6.44 eV
* total energy: -2257.4917 Ha
* energy above the lowest of the compared OMol25 structures with the same formula, charge and spin: 0.0 kcal per mole

The geometry in ORCA input format:
```
! RIJCOSX wB97M-V def2-TZVPD def2/J DEFGRID3
* xyz 2 3
V -0.013 -0.041 0.119
C 3.754 0.116 4.305
C 3.026 -0.845 3.617
C 2.239 -0.465 2.543
C 2.192 0.871 2.163
C 2.921 1.839 2.840
C 3.702 1.451 3.915
N 1.365 1.188 1.020
N 1.527 2.326 0.556
C 0.673 2.613 -0.547
C 0.712 3.863 -1.105
C -0.151 4.125 -2.167
C -1.005 3.132 -2.610
C -0.988 1.896 -1.985
N -0.159 1.643 -0.965
H 4.371 -0.176 5.144
H 3.080 -1.886 3.910
H 1.706 -1.219 1.979
H 2.872 2.876 2.538
H 4.274 2.195 4.453
H 1.400 4.600 -0.715
H -0.153 5.099 -2.639
H -1.685 3.301 -3.433
H -1.631 1.082 -2.288
O -1.136 -0.982 -0.912
C -1.149 -1.987 -1.836
C -2.354 -2.423 -2.356
C -2.352 -3.440 -3.293
C -1.156 -4.018 -3.716
C 0.037 -3.569 -3.195
C 0.056 -2.544 -2.242
C 1.315 -2.037 -1.699
N 1.501 -1.024 -0.831
C 2.888 -0.890 -0.675
C 3.513 -1.809 -1.429
N 2.511 -2.519 -2.058
H -3.275 -1.966 -2.017
H -3.291 -3.789 -3.703
H -1.162 -4.812 -4.450
H 0.956 -4.026 -3.543
H 3.334 -0.140 -0.048
H 4.557 -2.023 -1.578
H 2.654 -3.279 -2.702
C -2.647 0.271 3.139
C -1.524 -0.610 2.751
C -1.218 -1.883 3.434
O -0.804 -0.260 1.791
H -3.125 -0.048 4.059
H -3.380 0.261 2.327
H -2.286 1.298 3.230
H -1.866 -2.066 4.284
H -0.172 -1.872 3.751
H -1.325 -2.694 2.706
*
```